1.
C28H28AsBINO3PRuS5 as an isolated structure. Source: the OMol25 dataset; level of theory: ωB97M-V/def2-TZVPD.

**Electronic energy**: -172787.7192 eV
**Total charge**: -2
**Orbital gap (alpha / beta)**: 5.105 / 5.946 eV
**HOMO level (alpha / beta)**: -1.5 / -2.4 eV
**Spin multiplicity**: 6

Positions of all 70 atoms, in Å:
I -0.99841 -5.49223 -3.59613
Ru 0.53866 1.44447 -1.08108
As 2.15564 3.95804 -0.81506
S -0.83041 3.35567 0.07573
S 3.48858 4.41899 -2.48053
S 0.02650 3.91695 -1.74445
S 2.70264 5.97258 -0.23666
S -1.50884 -1.63987 1.02664
P 1.57323 0.51508 0.96582
O 1.47337 1.13254 -2.95810
O -1.25526 -2.98981 0.45847
O 2.15444 0.61162 -5.01132
N -1.30979 0.36827 -1.77634
C 1.01081 -1.06597 -3.82487
C -3.45310 0.24158 0.61997
C 0.57337 -0.37749 4.87719
C 4.19839 1.26547 0.47384
C 3.12419 1.39019 1.35496
C -0.78278 1.46831 4.16699
C -3.99991 -2.01902 -0.05443
C 0.22892 -2.94918 -2.51917
C -1.96982 -1.95806 2.74971
C 5.32228 2.06152 0.61872
C -4.70530 0.66240 0.20613
C 0.66872 -1.74956 -4.98725
C 5.38715 2.99455 1.64369
C 0.78791 -1.68330 -2.60356
C -0.39794 0.57367 5.15451
C -0.10975 -3.59800 -3.69297
C 0.77472 0.46278 2.61962
C -5.60419 -0.25162 -0.32810
C 4.32317 3.12491 2.52139
C 1.59578 0.33600 -3.95657
C -2.04374 -0.10734 -2.53316
C -5.24952 -1.58394 -0.46971
C 1.15535 -0.43184 3.61910
C -3.13126 -1.10122 0.50850
C 3.19743 2.32893 2.37973
C -0.20112 1.41480 2.90846
C 0.10250 -3.01099 -4.92945
C 2.15749 -1.21102 0.75926
B -3.03767 -0.75185 -3.58506
H -2.26236 -1.02232 3.22427
H -2.52751 -0.62061 -4.67757
H -0.85174 0.61639 6.13733
H 1.02244 -1.14720 -1.69142
H 4.13554 0.59531 -0.37552
H 0.84358 -1.26083 -5.93584
H 1.29604 -1.88182 0.73654
H 1.91430 -1.17731 3.42272
H 0.87917 -1.08284 5.64109
H -0.18956 -3.52276 -5.83707
H -4.09160 -0.15247 -3.51112
H 2.84814 -1.51183 1.54747
H -5.92349 -2.27886 -0.95334
H -2.78634 -2.67810 2.76083
H -3.66910 -3.03856 -0.20254
H 2.66861 -1.29921 -0.19929
H -4.95752 1.71388 0.25289
H -1.53637 2.21806 4.37339
H -2.71236 0.95959 0.95406
H 6.24594 3.64715 1.73184
H 0.01104 -3.39034 -1.55564
H -0.48736 2.12103 2.13791
H 6.12505 1.98587 -0.10301
H -1.08968 -2.36272 3.24360
H 4.34545 3.88245 3.29417
H 2.35668 2.47596 3.04530
H -3.17307 -1.92431 -3.29603
H -6.56634 0.08939 -0.68943

---

2.
A 2-piece molecular cluster, C7H18N3O2S overall at a distorted geometry. Source: the OMol25 dataset; level of theory: ωB97M-V/def2-TZVPD.

**Electronic energy**: -26938.1968 eV
**Total charge**: +1
**Orbital gap (alpha / beta)**: 8.262 / 8.263 eV
**HOMO level (alpha / beta)**: -11.9 / -11.9 eV
**Spin multiplicity**: 1

Positions of all 31 atoms, in Å:
S 2.54317 -1.15684 -1.32745
O 0.82280 -2.03054 0.21643
O 0.31224 1.73024 0.03006
N -1.22860 1.00950 -2.68104
N 1.53640 -0.85775 0.05802
N -0.54637 -1.24114 -2.01946
C 0.13918 0.60503 -0.59624
C 0.35438 -2.34122 1.56789
C -0.70433 2.76630 0.35834
C -0.55620 0.21864 -1.64184
C 1.58279 -2.81101 2.38359
C -0.66750 3.95130 -0.61535
C -0.61502 -1.26103 2.15848
H -1.20137 4.93726 -0.34876
H 0.40744 -1.53853 -2.32414
H -0.61962 -1.68366 -1.01329
H 1.16293 -3.08105 3.32547
H -1.61133 2.27445 0.41540
H 2.29920 -2.09501 2.31749
H -1.17887 -1.31664 -2.78694
H 0.29576 4.25178 -0.84382
H -2.22740 0.85152 -2.74916
H -0.35325 3.12707 1.39300
H -0.96899 -1.58849 3.16532
H -1.54557 -1.06607 1.61331
H -0.08330 -0.38732 2.19886
H -0.93508 1.98111 -2.42776
H 3.26134 -0.03391 -1.33663
H -1.26288 3.73098 -1.55612
H 1.79945 -3.68802 1.82582
H -0.21140 -3.25692 1.24048

---

3.
An isolated ion of composition C14H23BF3N3O2PS and charge +1 at a distorted geometry. Source: the OMol25 dataset; level of theory: ωB97M-V/def2-TZVPD.

**Electronic energy**: -52394.6584 eV
**Total charge**: +1
**Orbital gap**: 6.483 eV
**HOMO level**: -12.0 eV
**Spin multiplicity**: 1

Positions of all 48 atoms, in Å:
S -1.39738 0.59791 2.34575
P -2.85351 1.48215 -1.74063
F 3.97589 -2.51927 2.49540
F 2.39953 -3.82635 1.11244
F 2.08789 -2.38292 4.55151
O -4.26105 1.51319 2.95694
O -5.07849 2.12490 0.70534
N -3.38283 0.06530 -2.31563
N 0.25909 1.84136 -0.30373
N -1.96622 1.06494 -0.22103
C -0.19054 -1.68510 1.37618
C 0.15497 0.17236 -2.80313
C 1.28260 0.61352 1.94517
C -0.00884 -0.08525 1.24143
C -2.52525 1.14617 1.00289
C -0.04696 -0.47293 -1.33605
C 2.62408 -2.97585 2.24125
C 2.64442 0.25617 1.18495
C 1.51960 -0.25441 -3.55559
C -0.52958 0.55406 -0.18405
C 3.85274 0.14295 0.70567
C 0.07647 -2.27861 2.84936
C 1.62858 -2.56922 3.17982
C 2.80797 0.24487 -2.71593
B -3.99664 1.63033 1.52213
H 2.64213 1.33791 -2.38574
H -2.93278 -0.06119 -3.24192
H 3.78893 0.18891 -3.30883
H 0.49342 -2.29376 0.65373
H -0.33600 -1.65374 3.71752
H -3.88896 2.44526 -1.52611
H 4.86078 0.20826 0.13909
H 1.13645 1.74738 2.13255
H 1.19901 1.66033 -0.71966
H 0.93128 -1.03707 -1.07699
H 0.08444 1.31650 -2.85342
H 2.92015 -0.47400 -1.81820
H -4.98477 3.10088 0.53187
H -0.45757 -3.31285 2.90971
H -3.93490 2.33090 3.42747
H -0.89198 -1.27201 -1.43111
H -0.71567 -0.22915 -3.46888
H -1.96679 2.02985 -2.73345
H -1.28444 -1.96262 1.08916
H 1.57432 0.29193 -4.58338
H -0.23658 2.48430 -0.95528
H 1.35085 0.14209 3.00961
H 1.57213 -1.38838 -3.74818

---

4.
C22H31N11O2Ti as an isolated structure at a distorted geometry. Source: the OMol25 dataset; level of theory: ωB97M-V/def2-TZVPD.

**Electronic energy**: -66917.5784 eV
**Total charge**: +1
**Orbital gap (alpha / beta)**: 5.125 / 6.023 eV
**HOMO level (alpha / beta)**: -8.1 / -9.1 eV
**Spin multiplicity**: 2

Positions of all 67 atoms, in Å:
Ti -0.72168 -0.63530 -0.33163
O -1.61526 -2.60514 2.89694
O -0.89036 -2.06260 0.84082
N -1.45703 3.18873 -1.51003
N 0.84112 0.51434 -0.64064
N -3.65436 2.34282 -1.12225
N -1.78278 0.96468 -0.73297
N -0.60335 0.42219 1.83841
N 2.72270 -0.05228 4.58293
N -3.32261 4.41015 -2.03229
N -0.66744 -1.37514 -1.85886
N -3.92077 0.24029 -0.23793
N 2.86176 1.96287 3.44530
N 4.25525 0.22289 2.89664
C 2.13356 0.19033 -0.72182
C -0.97364 -1.92689 2.13615
C -0.15866 -0.71191 2.67566
C -0.96132 2.01880 -1.09865
C -1.83679 -3.59538 -4.52596
C 0.22297 -2.58057 -5.20844
C -0.83481 -3.43638 -5.47183
C 1.40608 2.72176 -1.48062
C 0.24903 0.59919 4.94361
C -0.43534 -0.54331 4.17659
C 0.43467 1.78123 -1.05801
C 3.27764 0.70669 3.65389
C -0.71181 -2.04576 -3.04448
C 0.30228 -1.88482 -4.01410
C -2.78177 3.28041 -1.55387
C -1.79620 -2.91551 -3.32219
C 1.44175 -0.94816 -3.72663
C 3.11922 1.07420 -1.09676
C -3.10728 1.21461 -0.72964
C 1.65778 0.33828 5.50459
C 2.72610 2.38903 -1.48731
C -2.87512 -3.06601 -2.28687
H 4.14388 0.74880 -1.22440
H -1.51330 -0.38413 4.24352
H -0.34518 0.79124 5.83831
H 1.05328 3.68331 -1.82582
H -2.44602 -3.38506 -1.33462
H -3.57317 -0.70419 -0.23748
H 2.36163 -0.84515 -0.48378
H 0.89225 -0.90651 2.44727
H 1.58479 -0.47819 6.21980
H 1.06356 -0.00176 -3.33289
H 0.21831 1.51094 4.34162
H -3.62408 -3.79046 -2.60172
H -0.02630 1.24525 1.96713
H -2.72459 5.07622 -2.48725
H 2.11114 -1.37867 -2.97615
H 3.41204 2.55333 2.84003
H 3.02913 -1.01046 4.62666
H 4.53134 -0.74022 3.00035
H -4.90503 0.35980 -0.41363
H -2.66826 -4.25925 -4.73202
H 3.47513 3.08422 -1.84113
H -0.88097 -3.97200 -6.41049
H -0.24634 -1.49313 4.68141
H -3.37013 -2.10152 -2.13128
H 1.00072 -2.44673 -5.95160
H -4.31384 4.42720 -2.19351
H 4.45474 0.64802 1.99168
H -1.54997 0.67581 2.11499
H 2.29688 2.42655 4.13684
H 2.02075 -0.75108 -4.62763
H 1.99406 1.21950 6.05807